[1]
ORCA calculation (ωB97M-V/def2-TZVPD) on 13 unconnected molecules or ions with the total composition C48H88B5F20N16 in a non-equilibrium geometry.

Calculated values
Maximum force ... 0.0481 Eh/bohr
LUMO energy ... -5.5 eV
Energy ... -4879.8401 hartree
Orbital gap ... 8.433 eV

```
! wB97M-V def2-TZVPD RIJCOSX def2/J DEFGRID3
* xyz 3 1
C 5.560 -0.914 3.218
H -1.441 -5.212 -7.708
C -2.598 -6.261 2.745
F -5.588 -4.432 -0.634
C -1.002 -4.909 5.677
C -4.926 0.903 0.328
F 0.938 -2.720 -5.214
C 4.906 6.376 -2.997
H -1.743 -4.442 6.308
F 5.987 -0.280 0.381
H -8.226 4.927 2.347
N 4.660 0.442 -7.378
H 3.279 -2.541 2.101
F 4.103 -1.579 0.165
H 6.306 7.023 -5.010
C -7.162 4.846 2.153
H -6.755 5.756 1.713
H -1.508 2.535 4.524
F -1.256 1.694 2.466
H -3.160 -5.641 -8.017
C 3.978 5.444 -0.875
C 3.341 -1.908 2.983
H -3.249 5.489 7.914
C 3.114 4.203 -0.948
C 4.046 1.570 -7.041
C 0.692 -4.985 7.508
H -0.481 0.858 4.501
H -4.668 0.627 -0.693
B -5.265 -3.869 -1.880
F -3.491 -2.408 3.932
C 5.396 7.618 -5.085
H -6.243 -0.013 1.775
F -5.090 -2.450 -1.707
F -0.959 3.852 1.689
F -4.073 -4.493 -2.296
H -3.603 -3.532 0.511
C 5.360 -2.837 4.245
N 3.947 6.293 -2.087
C 0.938 -0.623 0.583
H 1.935 1.172 -1.258
N 3.256 1.343 -5.997
H 3.440 3.460 -0.222
H -1.960 0.148 6.965
C -2.438 -1.810 0.364
C 5.755 0.364 -8.363
N -1.149 -1.179 0.249
N -6.870 3.717 1.290
H 5.656 8.669 -5.078
F -5.546 -1.487 3.912
H 7.390 -2.881 4.996
C -1.690 2.629 7.739
H 8.616 -0.397 4.263
H 4.767 -1.505 -6.397
F -6.271 -3.996 -2.843
H 5.376 -0.060 -9.290
C 4.363 -0.509 -6.436
H 4.878 7.216 -5.952
C 3.442 0.035 -5.611
F 0.465 -0.657 -4.260
H -0.273 -1.721 2.102
H 6.522 -0.282 -7.951
C -0.703 -0.635 -0.852
H -3.163 -1.231 -0.210
C 0.867 -5.925 5.196
H 2.637 -2.249 3.743
B -0.775 2.491 1.405
C -4.201 -3.469 -6.698
N -1.067 -5.279 4.420
C 3.341 7.767 -3.583
N -1.351 2.041 6.604
N 0.530 -0.217 -0.657
H 8.992 -2.224 2.508
H 1.082 -5.913 7.925
H -5.050 -4.119 -6.814
H 3.043 -0.891 2.744
C -2.274 -0.523 -6.103
C -7.489 3.446 0.098
H 2.004 7.251 -1.930
C -4.109 -2.203 -6.244
N 4.591 7.285 -3.901
H 3.106 3.712 -1.926
C -2.449 4.920 8.398
C -5.825 2.899 1.411
H -1.549 2.281 8.748
H 6.118 1.366 -8.561
H -1.184 -0.558 -6.224
N 4.707 -1.893 3.464
H 2.258 1.973 -4.295
H -2.812 4.546 9.345
C 2.354 2.285 -5.332
H -1.879 0.933 -4.520
F 1.298 -2.482 -3.007
H 7.976 -1.351 1.456
H 3.557 6.110 -0.122
H 2.054 4.376 -0.756
F -0.865 -2.419 -3.798
H 2.033 -0.360 -2.040
F 4.543 0.177 -1.296
H -1.836 -6.312 1.964
H -2.287 4.990 5.663
H -8.256 4.105 -0.269
H 2.938 -0.328 -4.729
C -2.618 0.181 -4.798
H -6.644 4.722 3.102
H -2.494 0.085 -6.985
N -2.909 -3.912 -6.865
H -1.244 -0.591 -1.783
C 2.922 7.124 -2.478
F -1.543 2.191 0.248
H 9.549 -0.608 1.960
C 0.952 2.211 -5.940
C 0.142 -5.837 4.061
N -2.770 -1.872 -6.194
C 6.624 -2.393 4.419
B 4.617 -0.265 0.038
N 0.182 -5.274 6.179
H 4.057 2.463 -7.644
H 5.026 5.234 -0.683
C -5.620 -0.322 0.934
H 5.346 -0.061 2.591
H -3.524 0.769 -4.958
F 3.896 0.555 0.923
H 1.969 -0.421 0.819
C -1.968 4.065 6.112
F -5.369 -3.712 4.471
H -6.999 1.782 -1.333
H 1.854 -6.352 5.242
H 2.887 8.502 -4.225
N 6.734 -1.186 3.779
C -1.018 0.099 5.076
H -2.675 -0.533 -3.981
H -2.025 0.029 4.673
H -4.040 1.205 0.883
C -2.274 -5.071 3.607
H 4.808 -3.732 4.472
C -2.448 -5.229 -7.309
H -5.132 2.886 2.235
H -4.872 -1.027 1.279
H -0.987 -2.938 -6.561
H -0.213 0.314 7.116
H 7.647 0.499 3.037
C 7.965 -0.477 3.395
C 1.315 0.386 -1.695
C -1.584 2.900 5.538
N -1.984 3.908 7.468
C -0.123 -1.203 1.172
H -0.107 -4.762 8.217
H -6.302 -0.796 0.229
H 2.808 3.265 -5.460
H 0.210 2.633 -5.265
H -2.428 -5.870 -6.425
H 0.861 2.787 -6.864
H -4.841 -1.460 -5.983
F -4.685 -2.216 5.954
H -2.703 -7.185 3.313
C -2.067 -2.949 -6.537
H -2.818 -1.561 1.364
H -1.996 -3.939 0.822
H -1.725 5.735 8.472
H -2.170 -4.098 3.124
H 0.721 0.755 -2.517
C 8.695 -1.202 2.269
H -3.565 -6.160 2.252
C -6.820 2.430 -0.493
H -3.116 -4.814 4.257
H 5.819 5.809 -2.920
N -5.828 2.060 0.394
H 0.746 1.170 -6.183
C -2.584 -3.282 0.181
B 0.477 -2.072 -4.052
H 0.379 -6.178 3.070
F 0.574 2.230 1.091
B -4.755 -2.455 4.546
C -1.071 0.592 6.509
H -2.701 -3.619 -0.849
H -0.460 -0.821 4.936
H 1.408 -4.170 7.507
*
```


[2]
ORCA calculation (ωB97M-V/def2-TZVPD) on 11 unconnected molecules or ions with the total composition C48H88Cl3N16 in a non-equilibrium geometry.

Calculated values
Maximum force ... 0.1388 Eh/bohr
LUMO energy ... -7.7 eV
Energy ... -4136.5344 hartree
Orbital gap ... 3.356 eV
ΔE to the lowest compared entry with this formula, charge and spin ... 217.0 kcal per mole

```
! wB97M-V def2-TZVPD RIJCOSX def2/J DEFGRID3
* xyz 5 1
H 9.786 2.254 -9.545
H 5.506 3.293 6.906
H 8.715 4.909 5.714
H -3.957 6.510 0.168
H 12.155 2.212 4.414
H 1.668 -6.307 9.477
H 0.771 4.126 -2.060
C -7.694 4.796 0.907
H 2.119 -4.670 7.569
H 11.168 3.559 3.651
H 4.599 3.586 -9.714
H 7.052 4.780 -9.696
H -8.507 1.813 -6.212
C -7.564 1.547 -8.804
C 2.341 -5.472 9.671
H -0.107 1.993 2.455
C 0.418 -4.749 -5.313
H -1.804 1.062 -0.977
Cl -5.667 -0.867 0.856
C 0.541 3.144 0.022
C -7.177 6.967 0.635
H 9.606 3.004 -11.103
C 2.033 -5.534 13.354
H -6.104 6.283 -7.395
C -3.134 -6.884 4.470
C -3.649 -3.872 6.282
H -5.713 4.177 1.571
H 9.498 3.963 -9.613
C -0.814 -7.938 -8.916
C 1.252 -6.657 -8.299
H 1.030 -3.855 -5.438
H 3.831 1.759 -7.955
C 1.571 -5.759 -7.333
N -0.091 -6.980 -8.203
C -10.453 5.763 1.325
Cl 0.770 0.575 7.829
H 11.026 2.313 6.393
H 6.419 1.232 5.612
Cl 3.868 7.300 -5.894
H -4.602 5.592 -5.222
H -7.515 6.223 -6.368
N -3.259 -5.115 5.822
C -0.566 1.422 1.648
C -0.622 -6.224 -7.170
C 1.036 -5.515 -4.064
H -0.182 -8.491 -9.611
H 1.847 -7.219 -9.003
H -9.745 7.287 0.291
N 7.220 3.283 5.760
H -0.907 -8.454 6.637
C 0.714 -3.558 14.203
H 10.973 4.003 5.897
H -4.227 -4.062 7.186
N -0.366 2.147 0.326
H 10.647 1.872 3.639
N 7.785 2.744 -10.040
C -6.480 3.691 -7.776
H -3.328 -7.607 3.692
H -2.758 -3.274 6.473
H -1.917 -6.059 7.380
H 4.021 1.157 -10.398
H 3.528 -0.033 -8.413
C 6.824 3.730 -9.800
C 9.225 3.018 -10.082
N -5.955 6.283 0.944
C -5.519 6.174 -5.136
H 2.109 -5.735 14.412
H -0.854 -0.530 0.866
C 7.156 1.501 -9.965
H 0.781 -2.482 14.046
H -0.324 -7.683 3.881
C 0.401 3.479 -1.278
H -1.343 -8.601 -8.231
H -8.067 2.052 -9.629
C 7.294 1.863 5.568
H -11.487 5.955 1.038
C -9.539 6.217 0.302
H 5.215 -0.204 -9.854
C 10.671 2.993 5.620
H -0.359 -3.737 14.137
H -0.346 -0.345 2.543
C -2.275 -6.027 6.361
C -0.136 -8.082 4.878
C 2.134 -4.402 8.625
H 2.481 -5.237 -7.077
C 1.532 -4.113 11.761
H 9.194 0.701 5.546
H 4.958 0.413 -7.605
H -6.121 4.229 -8.641
H 3.294 -6.002 9.674
C -6.347 4.969 1.201
H -8.216 0.717 -8.533
C -1.363 -8.340 5.654
H -6.197 5.933 -4.317
H -1.102 1.474 -3.408
H -4.316 6.757 2.021
H -1.506 -7.312 -9.480
N -7.241 2.552 -7.714
H 2.894 -3.621 8.656
H 1.054 -4.916 -3.154
H 6.093 4.814 6.813
C -6.471 5.917 -6.435
N 5.836 1.770 -9.775
C 11.167 2.632 4.223
H 5.403 4.210 5.280
H 2.954 -6.923 11.817
H -4.425 -5.046 4.022
C -1.111 1.872 -0.799
N -8.214 6.071 0.666
C 5.576 3.126 -9.747
H -9.567 5.893 -0.739
C -0.151 -0.017 1.522
N 0.428 -5.535 -6.547
H -1.632 -6.423 -6.845
H -0.064 2.974 -3.833
C -0.810 2.502 -3.194
C 4.219 0.803 -8.306
H -8.021 4.080 -4.978
N -6.696 4.453 -6.695
N 2.109 -5.198 11.110
C 4.802 0.797 -9.727
H 0.284 -6.240 -3.752
H -1.629 1.496 1.880
C -4.598 6.866 0.974
H -0.624 -4.570 -5.048
H -1.658 3.133 -3.460
N 9.325 2.805 5.586
C 2.457 -6.037 12.184
C -7.564 3.709 -5.883
N 1.309 -4.436 13.055
H -8.209 3.860 0.747
H 7.596 0.516 -9.921
H 1.224 -3.880 8.923
H 1.144 -3.189 11.358
H -10.276 4.766 1.728
H -7.179 8.012 0.366
C -7.842 2.601 -6.533
H 0.636 -8.845 4.780
N -0.559 2.631 -1.766
C 8.610 1.608 5.492
H -5.353 7.243 -5.002
C -3.690 -5.612 4.575
H 1.128 -3.841 15.171
C 8.425 3.868 5.706
H 2.048 -5.860 -4.279
H -4.363 -3.400 5.607
H -6.558 1.286 -9.132
H -4.583 7.948 0.844
C 5.976 3.943 6.168
N -2.168 -7.103 5.509
H -1.879 -9.230 5.293
H -10.463 6.503 2.125
H 1.213 3.474 0.800
H 0.805 -0.314 1.091
H 0.381 -7.312 5.451
*
```


[3]
ORCA calculation (ωB97M-V/def2-TZVPD) on 7 unconnected molecules or ions with the total composition C48H93N2O13P in a non-equilibrium geometry.

Calculated values
Maximum force ... 0.0388 Eh/bohr
LUMO energy ... -0.5 eV
Energy ... -3313.4869 hartree
Orbital gap ... 7.964 eV
ΔE to the lowest compared entry with this formula, charge and spin ... 0.0 kcal per mole
Structure (SMILES) ... C#CCCCc1c([PH2]=N)c(O)c(CCCCOC(C)=O)c2c1C(=O)N(COCCOCC)C2=O.CCOCC.CCOCC.CCOCC.CCOCC.CCOCC.CCOCC

```
! wB97M-V def2-TZVPD RIJCOSX def2/J DEFGRID3
* xyz 0 1
H -0.603 -3.374 9.449
H -2.569 -1.028 -5.820
O -4.845 6.820 -4.093
H 6.087 -1.509 2.113
H -2.260 2.944 -5.552
H 4.816 -1.820 -4.446
O 4.182 -7.658 1.142
H -6.642 -1.569 0.886
H 1.474 -12.043 1.759
C -2.989 8.387 -4.483
C -0.349 3.121 0.171
C -3.148 -0.825 -4.917
H 1.746 -4.265 8.230
C -6.296 -0.549 0.719
H -2.453 6.366 -1.599
H -0.359 -2.857 12.466
H 2.162 10.367 -4.464
H -3.680 2.409 2.870
H -5.641 8.728 -4.225
H 3.153 -4.811 -2.052
C -1.417 4.149 0.497
H 1.484 8.143 -3.710
H 1.772 -4.285 11.302
C 1.330 9.874 -4.967
O 2.947 -10.982 0.909
C 4.640 -0.898 3.597
H -0.581 -1.370 7.419
C 3.084 -8.550 1.238
H -0.684 -1.791 10.202
H -4.602 -1.218 -0.414
H -4.088 -0.363 -5.223
P 2.522 0.203 -1.542
H -0.045 3.168 -0.873
C 5.176 -1.924 2.546
H 2.517 -5.237 -3.620
C 2.779 -2.277 4.700
C 1.222 -3.884 -2.604
H -2.955 8.599 -3.414
C 4.122 -1.553 4.871
H 5.438 0.043 0.469
H 1.362 6.212 -7.211
C -5.887 7.692 -4.485
H -4.238 -0.921 1.277
C -0.260 -2.790 10.310
O 0.280 7.667 -5.237
C 1.556 -11.192 1.084
C -3.599 7.021 -4.738
H 1.080 -10.331 1.563
O 1.707 -1.393 5.057
H 2.773 -3.186 5.299
H 0.774 -3.627 -3.568
H -3.563 9.184 -4.961
C -0.491 5.919 -0.811
H 3.866 -0.266 3.163
H -2.933 6.258 -4.337
C -4.806 -0.544 0.418
O -4.308 0.716 0.009
O 1.143 -2.611 10.254
H 0.525 0.602 -2.225
H 2.954 -3.462 10.301
C 3.886 -6.496 0.417
C 1.177 -2.604 -1.752
H 0.399 5.349 -1.099
O 0.452 -3.066 5.897
C -6.259 7.585 -5.955
H 0.394 10.256 -4.554
C 4.187 -2.120 1.420
H -0.232 8.815 -6.886
C -1.540 5.853 -1.907
C -2.827 2.128 -5.102
H -1.841 -3.386 11.646
C 1.419 8.369 -4.775
C 1.099 7.226 -7.513
H 0.209 -2.454 -1.273
H -4.402 3.467 -4.490
H -0.914 7.202 -6.781
O -1.854 1.240 -4.581
H 2.672 -9.624 -0.634
C -0.752 -3.407 11.609
H 2.639 -2.579 3.663
C 1.916 -3.795 10.332
O 4.042 -4.835 3.075
O 0.967 -5.334 0.033
H 3.433 -6.764 -0.543
H 0.541 3.282 0.782
H -1.162 6.318 -2.820
O 4.503 0.120 0.688
H -2.287 4.019 -0.158
H -1.975 8.419 -4.881
H -1.488 -0.473 -3.604
H -7.155 8.172 -6.160
H -3.387 -1.771 -4.430
H 5.465 -0.228 3.850
H -1.806 4.822 -2.145
H -4.109 0.701 2.825
H 0.766 7.209 -8.552
C 3.869 -1.093 0.516
H -1.766 3.990 1.519
H -6.745 7.410 -3.873
H 2.889 -0.088 -2.871
C 0.817 -11.556 -0.220
H -6.854 -0.119 -0.114
C 2.917 -1.242 -0.492
C 4.086 -2.498 -4.073
H -2.634 1.248 2.030
H 4.307 -9.803 0.013
C 3.441 -3.388 -3.590
H 0.657 -12.632 -0.291
H 2.382 -5.586 9.230
H 5.367 -2.874 3.035
N 3.006 -5.588 1.130
O -0.965 5.494 0.453
H -6.450 6.546 -6.225
C -3.774 2.688 -4.055
H 0.662 -5.206 9.248
H -5.464 7.957 -6.603
H -4.433 1.918 -3.649
C 1.660 -4.768 9.194
H -0.721 2.114 0.352
C 0.147 -0.875 6.787
H 0.584 -4.661 -2.189
H -4.025 2.648 0.463
H -3.213 3.114 -3.222
C 2.019 -4.876 0.358
C -4.431 1.764 0.954
H -3.388 1.648 -5.913
C 2.629 -4.406 -2.914
C 3.620 -4.615 1.981
H 1.367 10.153 -6.021
C 2.232 -2.464 -0.669
H -3.690 6.826 -5.814
H -0.360 -0.117 6.187
C 0.774 -1.907 5.885
H -0.438 -4.447 11.709
H 1.306 -1.768 -2.435
H -0.172 -11.097 -0.225
H -0.172 6.953 -0.671
H 2.004 7.834 -7.466
H -2.963 0.322 -3.089
H 3.939 -0.773 5.618
H 1.373 -11.244 -1.102
C 3.252 -9.749 0.286
C -2.363 0.068 -3.970
C -3.670 1.515 2.245
H 4.849 -2.232 5.320
H 2.329 7.973 -5.239
C 3.520 -3.310 1.226
C -0.001 7.777 -6.621
H 2.986 -8.930 2.256
H 4.855 -6.022 0.229
H 3.369 1.226 -1.094
H 0.927 -0.367 7.353
C 2.565 -3.474 0.215
N 1.011 0.632 -1.332
H 2.151 -8.022 1.016
H -6.532 0.031 1.612
H -5.487 1.977 1.158
*
```